Formula: C34H29Cl4GeN2O2S2Ti
Source: the Open Molecules 2025 dataset
Level of theory: ωB97M-V/def2-TZVPD

Its maximum force is 0.400 eV/A. The molar mass comes out at 824.041 g mol⁻¹. For the total energy, the calculation gives -7136.71645 a.u. As for the HOMO-LUMO gap: 5.10 eV.

Geometry as ORCA input:
```
! wB97M-V def2-TZVPD RIJCOSX def2/J DEFGRID3
* xyz -1 1
Ti 0.78 0.18 -0.02
C -1.11 2.42 0.88
N -0.25 1.41 1.55
C -1.15 0.54 2.36
C -0.77 -0.92 2.36
N -0.43 -1.37 1.00
C -1.67 -1.52 0.19
C 0.31 -2.63 0.97
C 0.17 -3.57 1.98
C 0.86 -4.78 1.90
C 1.68 -5.03 0.82
C 1.82 -4.08 -0.18
C 1.15 -2.86 -0.12
S 1.35 -1.65 -1.38
C 0.80 2.02 2.36
C 0.59 3.27 2.93
C 1.58 3.86 3.70
C 2.78 3.21 3.90
C 3.00 1.97 3.32
C 2.02 1.35 2.54
S 2.36 -0.22 1.81
H -1.74 2.94 1.60
H -0.48 3.13 0.34
H -1.76 1.92 0.17
H -1.18 0.90 3.39
H -2.15 0.65 1.94
H 0.10 -1.10 3.00
H -1.62 -1.49 2.75
H -2.35 -2.24 0.67
H -2.18 -0.56 0.09
H -1.42 -1.86 -0.81
H -0.48 -3.39 2.82
H 0.75 -5.51 2.69
H 2.22 -5.96 0.75
H 2.48 -4.27 -1.03
H -0.34 3.79 2.78
H 1.40 4.84 4.13
H 3.57 3.67 4.49
H 3.94 1.46 3.45
Cl 3.02 4.84 -4.30
C 2.02 3.70 -3.47
C 0.75 3.41 -3.96
Cl 0.16 4.19 -5.38
C -0.07 2.49 -3.29
Cl -1.70 2.17 -3.76
C 0.42 1.87 -2.15
O -0.23 0.98 -1.41
C 1.70 2.17 -1.66
O 2.01 1.52 -0.54
C 2.50 3.10 -2.31
Cl 4.05 3.45 -1.66
Ge -4.08 -0.20 -2.35
C -4.16 0.78 -0.55
C -4.42 0.20 0.71
C -4.51 0.97 1.87
C -4.34 2.35 1.82
C -4.09 2.95 0.59
C -3.99 2.17 -0.56
C -5.01 -1.94 -1.85
C -4.49 -3.12 -2.41
C -5.07 -4.36 -2.19
C -6.21 -4.46 -1.39
C -6.76 -3.31 -0.85
C -6.16 -2.07 -1.08
H -2.63 -0.78 -2.13
H -4.54 -0.87 0.78
H -4.72 0.48 2.82
H -4.43 2.95 2.72
H -3.96 4.02 0.52
H -3.81 2.66 -1.51
H -3.60 -3.06 -3.03
H -4.64 -5.25 -2.63
H -6.67 -5.43 -1.20
H -7.65 -3.37 -0.23
H -6.63 -1.19 -0.65
*
```